Record 1
149
Properties=species:S:1:pos:R:3 method="wB97M-V/def2-TZVPD" total_charge=0 total_energy_ha=-7357.65138 relative_energy_ev=8.302 spin_multiplicity=1
C -36.636 -31.286 -10.419
C -37.800 -30.601 -9.725
C -37.783 -29.051 -9.934
O -38.762 -28.548 -9.038
C -39.054 -27.222 -9.403
N -39.137 -31.156 -10.152
H -39.903 -30.706 -9.670
H -39.265 -31.081 -11.151
H -39.114 -32.147 -9.958
H -35.651 -30.875 -10.197
H -36.751 -31.088 -11.484
H -36.631 -32.361 -10.239
H -37.775 -30.784 -8.651
H -38.016 -28.926 -10.992
H -36.826 -28.605 -9.661
H -39.451 -27.152 -10.416
H -38.222 -26.545 -9.211
H -39.894 -26.947 -8.765
As -32.181 -28.053 -14.601
F -30.483 -27.736 -15.208
F -31.645 -28.487 -12.918
F -33.859 -28.385 -14.127
F -32.887 -27.631 -16.213
F -32.009 -29.709 -15.235
F -32.325 -26.301 -14.083
C -32.714 -26.449 -5.771
C -31.522 -27.230 -6.320
C -30.309 -26.682 -5.591
O -30.799 -26.294 -4.317
C -32.149 -25.876 -4.379
H -33.625 -27.026 -5.612
H -32.876 -25.622 -6.462
H -31.514 -27.247 -7.410
H -31.630 -28.279 -6.043
H -29.754 -25.933 -6.155
H -29.498 -27.409 -5.552
H -32.205 -24.787 -4.377
H -32.757 -26.319 -3.590
C -26.137 -24.920 -11.223
C -25.490 -23.556 -11.219
C -24.959 -23.260 -9.870
O -24.731 -24.560 -9.335
C -25.232 -25.616 -10.181
H -26.194 -25.507 -12.139
H -27.193 -24.889 -10.955
H -26.207 -22.797 -11.532
H -24.674 -23.539 -11.943
H -25.696 -22.615 -9.391
H -23.986 -22.786 -10.008
H -25.693 -26.434 -9.628
H -24.372 -26.041 -10.700
C -24.981 -32.408 -15.733
C -23.623 -32.832 -15.134
C -23.766 -32.476 -13.637
O -24.525 -31.304 -13.649
C -25.407 -31.253 -14.793
H -25.644 -33.273 -15.711
H -24.762 -32.146 -16.768
H -22.750 -32.353 -15.577
H -23.542 -33.908 -15.293
H -22.864 -32.366 -13.035
H -24.377 -33.251 -13.174
H -25.366 -30.332 -15.374
H -26.382 -31.533 -14.395
C -31.729 -38.333 -18.664
C -32.388 -36.988 -18.675
C -31.684 -36.258 -17.532
O -31.420 -37.291 -16.582
C -31.314 -38.570 -17.212
H -30.884 -38.414 -19.348
H -32.432 -39.134 -18.895
H -33.474 -37.052 -18.611
H -32.214 -36.455 -19.610
H -32.297 -35.545 -16.981
H -30.733 -35.808 -17.816
H -31.999 -39.230 -16.680
H -30.252 -38.808 -17.154
O -36.645 -24.760 -24.460
S -36.450 -25.891 -23.501
O -37.514 -26.317 -22.576
O -36.011 -27.232 -24.320
C -35.085 -27.133 -25.452
C -35.361 -28.310 -26.351
C -34.826 -25.617 -22.564
H -34.053 -27.249 -25.123
H -34.941 -26.231 -26.047
H -34.571 -28.398 -27.096
H -36.341 -28.176 -26.810
H -35.427 -29.208 -25.737
H -34.045 -25.411 -23.297
H -34.548 -26.447 -21.914
H -34.952 -24.699 -21.990
O -39.726 -31.730 -18.346
S -38.465 -31.307 -17.725
O -38.157 -31.830 -16.392
O -37.224 -31.726 -18.726
C -36.972 -31.073 -19.923
C -35.908 -31.879 -20.734
C -38.387 -29.430 -17.618
H -36.523 -30.147 -19.564
H -37.856 -30.800 -20.499
H -34.984 -31.949 -20.160
H -35.630 -31.339 -21.639
H -36.328 -32.864 -20.943
H -38.663 -29.121 -18.627
H -37.376 -29.143 -17.326
H -39.103 -29.049 -16.889
O -30.734 -35.530 -9.072
S -29.385 -34.975 -8.952
O -28.872 -34.622 -7.645
O -28.306 -35.876 -9.856
C -28.840 -36.576 -11.029
C -27.861 -37.623 -11.357
C -29.255 -33.448 -10.062
H -29.082 -35.987 -11.914
H -29.763 -37.102 -10.782
H -27.518 -38.197 -10.496
H -26.958 -37.149 -11.742
H -28.231 -38.266 -12.155
H -28.236 -33.099 -10.231
H -29.832 -32.693 -9.529
H -29.791 -33.688 -10.981
O -27.433 -21.211 -19.378
S -27.686 -21.319 -17.937
O -26.930 -20.527 -16.977
O -29.346 -21.076 -17.706
C -29.822 -21.449 -16.427
C -31.252 -21.000 -16.289
C -27.550 -23.138 -17.480
H -29.147 -21.142 -15.628
H -29.785 -22.535 -16.337
H -31.939 -21.264 -17.094
H -31.244 -19.910 -16.292
H -31.643 -21.502 -15.405
H -26.531 -23.469 -17.683
H -28.265 -23.675 -18.102
H -27.837 -23.384 -16.458
F -31.185 -19.214 -9.244
C -32.437 -19.690 -9.149
C -33.503 -18.864 -8.714
C -34.783 -19.428 -8.756
C -34.934 -20.702 -9.284
C -33.948 -21.511 -9.673
C -32.655 -21.011 -9.531
H -33.341 -17.876 -8.310
H -35.629 -18.846 -8.420
H -35.941 -21.060 -9.443
H -34.117 -22.495 -10.084
H -31.806 -21.606 -9.835


Record 2
47
Properties=species:S:1:pos:R:3 method="wB97M-V/def2-TZVPD" total_charge=0 total_energy_ha=-4192.83877 relative_energy_ev=0.366 spin_multiplicity=1
C -4.117 -2.757 0.925
C -3.188 -2.285 2.010
C -3.697 -1.714 3.170
C -2.871 -1.274 4.197
C -1.512 -1.427 4.043
F -0.687 -1.016 5.029
C -0.964 -1.986 2.906
C -1.798 -2.409 1.879
C -1.183 -2.955 0.615
N -1.331 -2.033 -0.514
C -0.553 -0.800 -0.392
C -1.390 0.331 0.207
C -0.643 1.646 0.165
F 0.444 1.577 1.048
C -0.076 1.981 -1.206
N 0.692 0.868 -1.757
C 2.046 0.700 -1.501
O 2.477 -0.392 -1.184
C 3.040 1.778 -1.894
C 2.782 3.122 -2.155
C 3.814 3.996 -2.449
C 5.127 3.554 -2.478
Br 6.493 4.784 -2.882
C 5.399 2.218 -2.213
Cl 7.014 1.604 -2.238
C 4.364 1.351 -1.910
C -0.086 -0.368 -1.778
H -4.014 -3.832 0.759
H -5.154 -2.561 1.194
H -3.896 -2.264 -0.021
H -4.770 -1.611 3.279
H -3.268 -0.830 5.099
H 0.113 -2.071 2.821
H -0.127 -3.186 0.813
H -1.676 -3.890 0.340
H -1.050 -2.522 -1.356
H 0.342 -0.956 0.223
H -2.309 0.430 -0.381
H -1.681 0.118 1.235
H -1.276 2.469 0.506
H -0.897 2.224 -1.888
H 0.543 2.859 -1.083
H 1.780 3.515 -2.198
H 3.602 5.034 -2.662
H 4.581 0.318 -1.679
H 0.523 -1.146 -2.233
H -0.963 -0.189 -2.411


Record 3
32
Properties=species:S:1:pos:R:3 method="wB97M-V/def2-TZVPD" total_charge=0 total_energy_ha=-20906.53561 relative_energy_ev=0.375 spin_multiplicity=1
Br -5.800 5.855 -0.284
C -7.094 4.423 -0.584
C -6.409 3.105 -0.259
Br -7.740 1.652 -0.222
H -7.389 4.454 -1.631
H -7.978 4.616 0.013
H -5.917 3.166 0.707
H -5.687 2.870 -1.034
Br -9.325 -5.061 -6.308
C -10.710 -3.785 -6.947
C -10.297 -2.385 -6.581
Br -11.493 -1.112 -7.592
H -11.658 -4.038 -6.483
H -10.783 -3.957 -8.013
H -9.277 -2.119 -6.834
H -10.400 -2.140 -5.528
Br -9.237 3.814 -4.344
C -8.714 2.018 -3.844
C -8.576 1.196 -5.105
Br -7.827 -0.624 -4.768
H -9.387 1.563 -3.126
H -7.741 2.122 -3.368
H -7.907 1.615 -5.844
H -9.576 1.031 -5.499
Br -11.043 2.825 -0.993
C -10.781 3.636 0.761
C -12.102 3.853 1.493
Br -11.872 4.539 3.338
H -10.297 4.586 0.573
H -10.153 2.946 1.317
H -12.767 2.996 1.485
H -12.615 4.624 0.916


Record 4
47
Properties=species:S:1:pos:R:3 method="wB97M-V/def2-TZVPD" total_charge=-1 total_energy_ha=-2972.52801 relative_energy_ev=0.588 spin_multiplicity=1
Cu 16.920 -8.079 -11.046
O 16.030 -6.031 -11.937
C 16.274 -5.132 -10.879
C 16.535 -5.583 -9.401
O 15.933 -6.793 -8.943
H 15.471 -4.395 -10.893
H 17.105 -4.446 -11.043
H 16.284 -4.747 -8.749
H 17.611 -5.708 -9.281
C 20.428 -5.927 -11.267
N 20.154 -6.690 -12.522
O 21.104 -6.668 -13.329
O 19.061 -7.197 -12.698
H 20.710 -4.942 -11.639
H 21.272 -6.320 -10.700
H 19.575 -5.812 -10.598
C 14.879 -7.766 -14.433
N 13.417 -8.031 -14.248
O 13.008 -8.559 -13.246
O 12.798 -7.952 -15.290
H 14.976 -6.733 -14.765
H 15.266 -8.518 -15.122
H 15.308 -7.955 -13.449
O 17.804 -10.195 -11.044
C 18.402 -10.703 -10.073
O 18.100 -10.319 -8.827
C 18.732 -11.112 -7.817
C 19.147 -12.385 -8.610
C 19.353 -11.855 -10.022
H 17.939 -11.266 -7.085
H 19.581 -10.580 -7.388
H 18.363 -13.142 -8.609
H 19.997 -12.880 -8.141
H 19.061 -12.629 -10.732
H 20.371 -11.551 -10.266
O 14.803 -9.368 -10.881
C 14.279 -10.477 -11.171
O 14.488 -11.064 -12.363
C 13.928 -12.367 -12.469
C 12.895 -12.380 -11.394
C 13.483 -11.443 -10.296
H 14.769 -13.043 -12.312
H 13.590 -12.541 -13.491
H 12.732 -13.340 -10.905
H 11.887 -12.031 -11.621
H 14.303 -11.847 -9.702
H 12.823 -10.892 -9.627